1.
This record from OMol25 describes a structure of composition C27H45BrIrN2OPSi. The level of theory is ωB97M-V/def2-TZVPD.

* calculated total energy: -123789.7737 eV
* 2S+1: 5
* HOMO level (alpha / beta): -12.434 / -14.326 eV
* total charge: +2
* M: 744.851 g/mol

Last column: natural (NBO) charge in e.
Element x y z (Å)
1 Ir -1.722 1.229 -0.799  1.123
2 Br 0.165 -0.210 -0.261  -0.388
3 P -3.700 -0.930 -2.376  1.943
4 Si 2.121 -1.494 1.147  2.295
5 O -3.278 -0.059 -1.173  -1.100
6 N -1.779 4.166 -1.235  -0.208
7 N -1.949 3.183 -0.237  -0.374
8 C 2.843 -1.328 3.770  -0.619
9 C 2.764 0.880 2.590  -0.608
10 C -1.115 2.181 -2.416  -0.044
11 C -5.155 -1.853 -1.939  -1.009
12 C -0.311 2.435 -4.661  -0.130
13 C 0.239 -3.350 2.230  -0.609
14 C 3.404 -2.047 -1.338  -0.609
15 C 3.509 -1.164 -0.086  -0.682
16 C 1.330 -3.209 1.159  -0.684
17 C -2.534 2.676 2.025  -0.235
18 C 2.494 -4.171 1.503  -0.620
19 C -2.413 -2.088 -2.815  -1.016
20 C 4.800 -1.532 0.686  -0.621
21 C -4.068 0.077 -3.800  -1.020
22 C -2.779 5.436 2.498  -0.203
23 C -2.426 5.025 1.243  -0.183
24 C -1.324 3.606 -2.337  0.053
25 C -3.015 4.501 3.515  -0.078
26 C -1.035 4.407 -3.483  -0.134
27 C -0.597 1.620 -3.551  -0.292
28 C -0.542 3.816 -4.617  -0.208
29 C -2.888 3.119 3.262  -0.178
30 C 3.617 0.292 -0.571  -0.610
31 C 2.067 -0.480 2.733  -0.687
32 C -2.295 3.617 0.968  0.318
33 C 0.701 -3.643 -0.175  -0.605
34 C 0.647 -0.207 3.258  -0.605
35 H 0.607 -3.182 3.241  0.218
36 H -3.299 4.840 4.502  0.240
37 H -0.155 -3.021 -0.437  0.205
38 H -3.196 0.677 -4.061  0.267
39 H 0.071 0.400 2.559  0.206
40 H 4.801 -2.562 1.051  0.225
41 H 2.711 1.390 3.556  0.227
42 H 3.762 1.007 0.233  0.224
43 H -0.602 -2.679 2.045  0.213
44 H 2.487 -1.853 -1.897  0.213
45 H 3.869 -1.539 3.459  0.226
46 H 2.975 -3.932 2.454  0.226
47 H -3.077 2.410 4.056  0.242
48 H -2.664 -2.598 -3.746  0.276
49 H 3.818 0.791 2.334  0.219
50 H 4.245 -1.807 -1.994  0.231
51 H 1.399 -3.639 -1.007  0.225
52 H -2.240 5.726 0.447  0.261
53 H -5.963 -1.164 -1.691  0.278
54 H 0.740 0.356 4.191  0.224
55 H -2.306 -2.827 -2.020  0.270
56 H 0.342 -4.669 -0.054  0.225
57 H 0.086 -1.111 3.479  0.224
58 H -1.201 5.474 -3.418  0.248
59 H -5.460 -2.481 -2.777  0.274
60 H -1.466 -1.559 -2.938  0.258
61 H 2.086 -5.181 1.591  0.240
62 H -4.899 0.742 -3.560  0.276
63 H 0.091 1.985 -5.558  0.237
64 H -4.941 -2.481 -1.074  0.273
65 H 2.899 -0.761 4.703  0.240
66 H -0.142 -4.374 2.193  0.228
67 H -0.396 0.556 -3.601  0.223
68 H 3.260 -4.196 0.728  0.222
69 H -2.878 6.492 2.708  0.250
70 H 3.465 -3.111 -1.114  0.216
71 H 2.272 1.516 1.853  0.217
72 H -4.345 -0.550 -4.649  0.275
73 H -0.318 4.420 -5.486  0.247
74 H -2.443 1.613 1.834  0.212
75 H 2.353 -2.276 3.995  0.221
76 H 5.647 -1.431 0.001  0.242
77 H 4.491 0.358 -1.225  0.227
78 H 4.985 -0.869 1.531  0.222
79 H 2.748 0.596 -1.153  0.216

Cartesian forces, eV/Å:
-0.667 0.709 0.125
0.718 -0.588 0.062
-0.076 -0.069 -0.150
-0.406 0.284 -0.279
0.138 -0.135 -0.021
0.060 -0.113 0.206
-0.071 0.008 -0.147
0.013 0.039 0.032
0.021 -0.012 0.069
-0.070 0.008 0.087
-0.053 -0.001 0.076
-0.012 0.000 0.045
0.027 -0.070 0.008
0.091 -0.013 0.026
-0.003 0.010 -0.060
-0.041 -0.039 0.002
0.008 0.047 -0.070
-0.029 -0.031 0.028
0.059 -0.015 0.048
0.024 0.001 -0.023
-0.001 0.106 0.007
-0.005 -0.036 0.011
-0.015 -0.103 0.027
0.049 -0.044 -0.252
0.005 -0.025 0.012
-0.019 -0.024 0.145
0.068 0.022 -0.105
0.038 -0.061 -0.048
-0.016 0.041 0.028
0.086 -0.041 0.026
-0.021 0.028 0.043
0.044 0.191 0.058
0.076 -0.056 0.036
0.065 -0.029 0.085
-0.018 0.003 -0.006
0.002 -0.011 -0.004
-0.008 -0.004 0.018
-0.007 -0.005 -0.027
0.013 0.017 0.007
0.016 0.023 -0.016
0.009 0.000 -0.014
-0.007 0.018 0.007
0.000 0.006 -0.001
0.000 -0.001 -0.001
-0.020 0.015 0.020
-0.018 -0.018 -0.022
-0.003 0.012 0.012
-0.005 0.002 0.016
-0.010 0.014 -0.004
-0.012 -0.014 0.010
0.004 0.010 -0.019
-0.008 0.001 -0.015
-0.007 -0.012 -0.004
-0.006 -0.012 -0.013
0.032 0.008 -0.007
0.004 0.014 -0.013
-0.012 -0.001 -0.010
-0.013 -0.015 -0.008
-0.004 0.002 0.008
-0.004 -0.023 -0.019
0.016 0.007 0.011
0.008 0.008 -0.022
0.010 0.005 0.006
-0.018 -0.008 -0.003
0.009 -0.014 -0.003
0.005 0.013 0.011
-0.013 0.008 -0.015
-0.020 -0.020 -0.003
-0.002 -0.005 0.003
-0.012 0.002 -0.016
0.006 -0.003 -0.010
-0.001 -0.004 0.013
0.000 -0.005 0.007
0.022 -0.014 -0.020
-0.003 0.018 0.012
-0.002 -0.008 0.014
-0.015 0.007 0.009
0.010 0.002 -0.023
-0.005 -0.009 -0.009

2.
This record from OMol25 describes a cluster of 9 separate species, C27H45Cl17FNO4P in total at a distorted geometry. The level of theory is ωB97M-V/def2-TZVPD.

* calculated total energy: -263286.6100 eV
* HOMO level: -11.777 eV
* total charge: +1
* M: 1100.333 g/mol

Last column: Löwdin charge in e.
Element x y z (Å)
1 Cl 6.960 4.503 -2.432  0.591
2 Cl 3.722 7.234 -0.426  0.628
3 Cl -2.623 0.834 -4.738  0.568
4 Cl 7.822 1.310 -3.477  0.539
5 Cl -7.740 -4.295 8.352  0.544
6 Cl -4.969 -4.018 6.377  0.602
7 Cl -1.614 -1.382 7.650  0.541
8 Cl 5.679 3.351 0.500  0.556
9 Cl -2.305 -7.508 -1.588  0.545
10 Cl -1.428 -6.186 1.433  0.624
11 Cl 2.929 1.388 1.615  0.530
12 Cl 1.802 -3.082 0.116  0.637
13 Cl 3.830 7.058 -3.830  0.565
14 Cl -1.676 0.428 -7.992  0.554
15 Cl -3.358 -0.260 4.938  0.536
16 Cl 4.535 2.244 -3.448  0.577
17 Cl 0.821 -2.635 3.355  0.583
18 P -4.528 3.867 -0.509  0.796
19 F -2.162 -0.733 1.889  0.035
20 O -3.859 5.242 -0.665  -0.421
21 O -0.391 -1.669 -2.535  0.094
22 O 1.157 -0.102 -1.750  -0.050
23 O -2.994 -2.878 1.530  0.101
24 N -3.360 2.564 -0.944  -0.205
25 C -2.665 0.035 -0.911  -0.038
26 C -2.373 -2.374 6.377  -0.711
27 C -2.683 -1.768 1.078  -0.296
28 C 6.370 4.963 0.199  -0.655
29 C -0.156 -0.551 -2.001  -0.334
30 C 6.730 1.437 -4.881  -0.645
31 C -3.363 -7.272 -0.175  -0.660
32 C -1.453 -0.733 -6.660  -0.661
33 C 2.769 0.983 -0.190  -0.629
34 C 1.403 0.105 -0.330  -0.253
35 C 2.391 7.330 -2.817  -0.657
36 C 2.011 -4.226 1.466  -0.613
37 C -2.315 -1.703 5.020  -0.682
38 C -2.597 -0.689 -5.667  -0.638
39 C -1.082 1.982 -2.005  0.061
40 C -3.000 -6.027 0.609  -0.651
41 C 6.083 5.449 -1.205  -0.719
42 C 2.708 8.141 -1.577  -0.630
43 C 4.064 0.227 -0.772  -0.127
44 C 5.732 2.568 -4.730  -0.665
45 C -2.945 -1.502 -0.502  -0.010
46 C -5.010 -4.172 8.153  -0.626
47 C -1.353 0.459 -1.621  0.011
48 C 0.858 -4.170 2.448  -0.692
49 C -3.675 1.198 -0.596  0.047
50 C -6.151 -5.052 8.624  -0.661
51 C -2.165 3.010 -1.625  0.003
52 H -2.668 -2.394 4.251  0.053
53 H -4.056 -4.609 8.454  0.083
54 H -5.686 3.663 -1.322  0.046
55 H -4.383 -7.185 -0.554  0.074
56 H 7.360 1.613 -5.755  0.075
57 H -6.145 -6.020 8.121  0.070
58 H -2.490 -1.499 -4.942  0.069
59 H -3.403 -2.583 6.678  -0.056
60 H 1.785 8.395 -1.054  0.074
61 H -4.665 0.972 -0.058  0.151
62 H -4.787 3.681 0.894  0.054
63 H 1.666 7.866 -3.434  0.073
64 H 3.758 -0.818 -1.128  0.079
65 H 4.450 0.806 -1.698  -0.020
66 H -3.305 -8.168 0.445  0.072
67 H -5.074 -3.169 8.579  0.081
68 H 5.021 5.400 -1.438  -0.013
69 H 0.959 -4.970 3.185  0.077
70 H 2.076 -5.224 1.029  0.078
71 H -2.957 -5.146 -0.033  0.053
72 H -0.103 -4.289 1.946  -0.034
73 H 5.172 2.695 -5.660  0.075
74 H 2.542 1.973 -0.737  0.103
75 H 3.226 9.069 -1.825  0.075
76 H -1.394 -1.725 -7.112  0.079
77 H 6.407 6.486 -1.314  0.063
78 H -1.941 4.113 -1.876  0.148
79 H -0.496 -0.519 -6.181  0.069
80 H 7.442 4.915 0.398  0.074
81 H -0.102 2.259 -2.541  0.144
82 H -1.298 -1.401 4.764  0.024
83 H -3.564 -0.800 -6.161  0.074
84 H 6.226 3.512 -4.501  -0.009
85 H 1.579 -0.860 0.268  0.028
86 H 5.921 5.644 0.925  0.060
87 H 2.964 -4.005 1.951  0.077
88 H 6.231 0.475 -5.008  0.069
89 H -4.077 -1.699 -0.640  0.149
90 H 1.967 6.356 -2.563  0.064
91 H -1.827 -3.319 6.347  0.076
92 H -3.746 -5.846 1.385  0.076
93 H -6.063 -5.226 9.699  0.076
94 H 4.882 0.205 0.023  0.077
95 H 0.598 0.701 0.221  0.119
96 H -2.389 -2.250 -1.159  0.134

Cartesian forces, eV/Å:
0.237 0.134 0.262
-0.320 0.291 0.179
-0.045 0.123 0.033
-0.066 -0.081 -0.029
0.022 -0.006 -0.048
-0.830 -0.589 -0.216
0.061 0.080 0.040
-0.035 -0.062 -0.005
0.034 0.022 0.023
-0.205 -0.251 -0.130
-0.231 -0.411 -1.433
-0.004 -0.414 -0.068
0.028 -0.074 0.060
-0.003 0.027 0.077
-0.087 0.118 0.014
-0.042 0.256 -0.284
0.039 0.115 -0.051
1.853 4.445 0.488
-1.096 -2.051 -2.139
-1.525 -3.583 -0.159
0.670 4.900 2.102
-2.917 -0.761 0.249
1.526 4.765 -1.275
1.199 -1.931 -0.589
0.775 3.106 -0.968
-0.021 0.146 0.031
-0.904 -3.256 0.777
0.117 0.241 -0.039
-0.105 -3.059 -1.081
-0.115 -0.013 -0.099
-0.133 0.002 0.122
0.052 -0.078 0.063
-0.937 -0.240 -1.024
1.764 1.135 2.477
-0.168 0.087 0.044
0.063 -0.335 0.343
0.205 -0.345 0.017
0.009 -0.496 -0.217
-3.668 -1.483 2.164
-0.327 -0.057 -0.099
0.053 0.051 0.030
-0.215 0.167 -0.121
-0.417 0.624 -0.327
0.185 -0.008 -0.505
-0.693 1.849 0.717
0.063 -0.058 0.365
-1.199 2.910 0.607
0.027 -0.074 -0.166
3.501 -1.263 -1.432
0.127 -0.092 0.058
2.265 -3.544 -0.440
0.000 0.029 0.114
-0.110 -0.029 -0.038
0.554 -0.419 0.439
0.103 0.073 0.053
-0.093 0.087 0.084
-0.007 0.178 -0.015
0.099 0.103 -0.046
0.770 0.477 -0.141
0.060 -0.083 -0.070
1.683 0.626 -0.927
-0.154 -0.716 -0.963
0.101 0.032 0.095
0.574 1.384 0.734
-0.579 -1.166 1.902
0.087 0.141 -0.072
-0.084 -0.106 -0.118
0.306 -0.193 -0.045
0.071 0.065 -0.085
-0.106 0.105 0.019
0.087 -0.164 0.056
0.346 0.225 0.136
0.035 -0.127 0.081
0.710 -1.410 0.995
0.012 -0.191 -0.006
-0.101 0.076 0.097
-0.018 -0.112 0.047
-1.145 -1.861 0.802
-0.153 0.030 -0.031
-0.137 -0.064 -0.095
-1.850 -0.366 1.005
-0.198 0.028 0.102
0.146 0.162 0.022
-0.141 -0.216 0.029
-0.512 1.433 -1.354
-0.016 -0.055 -0.106
-0.152 0.094 -0.083
0.039 0.131 0.098
1.856 0.278 0.292
0.151 0.096 0.030
-0.016 0.097 -0.091
0.082 -0.069 -0.054
0.053 0.099 -0.103
-1.171 -0.149 -1.191
0.709 -0.736 -1.098
-0.455 1.206 1.098